Entry 1:
This record from the Open Molecules 2025 dataset describes 6 unconnected molecules or ions with the total composition C42H46BClF5NO9P in a non-equilibrium geometry. The level of theory is ωB97M-V with the def2-TZVPD basis set.

The geometry in XYZ format:
```
106
Properties=species:S:1:pos:R:3:lowdin_charge:R:1
C -3.069 -2.558 -2.757 0.124
C -2.859 -2.708 -1.453 -0.107
N -3.374 -1.713 -0.510 0.039
C -3.985 -2.355 0.730 -0.280
O -3.292 -3.454 1.193 0.058
C -4.142 -1.328 1.859 -0.238
P -5.777 -1.518 2.683 0.458
O -5.677 -1.126 4.089 -0.241
O -6.173 -3.055 2.504 -0.096
O -6.780 -0.676 1.804 -0.070
O -4.101 -0.009 1.355 -0.065
C -2.832 0.393 0.825 -0.380
C -1.830 0.534 1.975 -0.074
C -2.282 1.431 3.132 -0.143
O -1.796 2.766 2.981 -0.091
C -2.682 3.727 3.376 -0.342
O -2.498 4.443 4.303 0.140
C -3.151 1.746 0.158 -0.048
C -2.020 2.342 -0.655 -0.797
O -1.962 2.167 -1.830 0.059
Cl -0.802 3.297 0.133 0.806
C -2.344 -0.603 -0.268 -0.025
B -0.828 -1.144 -0.040 -0.473
C 0.384 -0.319 -0.558 0.039
O -0.635 -2.303 0.680 0.148
H -3.075 -1.569 -3.211 0.095
H -3.248 -3.413 -3.396 0.090
H -2.222 -3.480 -1.049 0.099
H -4.153 -1.261 -0.987 0.189
H -4.973 -2.695 0.407 0.161
H -3.596 -4.245 0.734 0.130
H -3.428 -1.528 2.663 0.154
H -5.604 -3.584 3.082 0.105
H -7.516 -0.385 2.364 0.114
H -0.887 0.955 1.620 0.109
H -1.602 -0.440 2.416 0.131
H -1.839 1.037 4.049 0.136
H -3.366 1.410 3.283 0.136
H -3.578 3.818 2.737 0.146
H -3.912 1.536 -0.597 0.143
H -3.596 2.433 0.876 0.124
H -2.336 -0.071 -1.222 0.135
H 0.123 0.453 -1.284 0.073
H 0.812 0.188 0.312 0.076
H 1.164 -0.967 -0.962 0.066
H -0.540 -3.133 0.204 0.079
F 3.016 0.624 0.121 0.030
C 3.742 0.012 1.089 -0.277
C 4.753 -0.852 0.722 -0.017
C 5.485 -1.472 1.726 -0.074
C 5.195 -1.228 3.061 -0.088
C 4.170 -0.356 3.400 -0.075
C 3.434 0.277 2.407 -0.018
H 4.956 -1.032 -0.325 0.104
H 6.286 -2.148 1.460 0.108
H 5.768 -1.716 3.837 0.105
H 3.940 -0.165 4.439 0.108
H 2.637 0.969 2.648 0.115
F -0.716 -4.790 -1.543 0.011
C 0.509 -4.744 -2.164 -0.257
C 0.704 -5.488 -3.305 -0.013
C 1.939 -5.395 -3.936 -0.064
C 2.935 -4.577 -3.419 -0.068
C 2.705 -3.851 -2.258 -0.069
C 1.479 -3.932 -1.619 -0.012
H -0.087 -6.116 -3.690 0.120
H 2.117 -5.961 -4.840 0.112
H 3.890 -4.504 -3.922 0.112
H 3.477 -3.220 -1.847 0.097
H 1.286 -3.363 -0.719 0.104
F 3.468 -0.994 -2.291 0.022
C 3.046 0.038 -3.066 -0.288
C 2.023 -0.197 -3.961 -0.027
C 1.584 0.860 -4.746 -0.077
C 2.173 2.112 -4.629 -0.086
C 3.204 2.318 -3.719 -0.058
C 3.646 1.269 -2.924 -0.004
H 1.588 -1.185 -4.037 0.113
H 0.781 0.704 -5.454 0.105
H 1.823 2.927 -5.247 0.094
H 3.664 3.291 -3.633 0.085
H 4.440 1.404 -2.202 0.121
F 1.273 -0.865 7.446 0.055
C -0.073 -0.924 7.446 -0.290
C -0.688 -2.160 7.380 -0.019
C -2.076 -2.213 7.375 -0.086
C -2.822 -1.044 7.433 -0.098
C -2.180 0.184 7.499 -0.088
C -0.794 0.251 7.509 -0.020
H -0.085 -3.057 7.331 0.117
H -2.574 -3.173 7.326 0.103
H -3.903 -1.082 7.425 0.102
H -2.762 1.095 7.539 0.107
H -0.279 1.200 7.564 0.119
F 3.783 5.461 -3.602 0.038
C 3.715 6.034 -4.829 -0.272
C 3.545 5.226 -5.936 -0.019
C 3.472 5.825 -7.186 -0.076
C 3.578 7.203 -7.310 -0.091
C 3.752 7.988 -6.180 -0.077
C 3.819 7.405 -4.922 -0.014
H 3.474 4.155 -5.821 0.086
H 3.334 5.209 -8.065 0.107
H 3.525 7.664 -8.287 0.103
H 3.838 9.063 -6.274 0.107
H 3.948 7.998 -4.027 0.119
```

Computed properties:
- Molar mass: 881.06 g mol⁻¹
- HOMO: -10.70 eV
- Largest force on an atom: 0.0345 hartree/bohr
- Total charge: +1
- E_tot: -100287.6901 eV



Entry 2:
This record from the Open Molecules 2025 dataset describes a molecular structure, C42H46BHgN5O5PS2Se. The level of theory is ωB97M-V with the def2-TZVPD basis set.

The geometry in XYZ format:
```
104
Properties=species:S:1:pos:R:3:mulliken_spin:R:1
Hg 0.584 0.305 0.674 -0.037
C -3.281 -5.919 4.062 0.000
C -2.440 -5.183 3.049 0.002
C -2.081 -3.854 3.245 -0.001
C -1.285 -3.186 2.326 0.003
C -0.844 -3.849 1.192 -0.001
C -1.179 -5.180 0.986 0.001
C -1.976 -5.839 1.910 -0.001
S 0.210 -2.994 0.022 0.011
O -0.678 -2.201 -0.804 0.000
O 0.933 -4.044 -0.674 -0.003
N 1.080 -2.024 0.902 -0.001
C 2.169 -2.415 1.679 0.023
C 2.632 -3.727 1.852 0.028
C 3.720 -3.989 2.677 0.006
C 4.369 -2.968 3.349 0.021
C 3.942 -1.633 3.204 -0.080
C 4.588 -0.532 3.843 0.523
C 4.120 0.772 3.600 -0.048
C 3.038 0.963 2.773 0.142
N 2.383 -0.058 2.162 0.228
C 2.834 -1.348 2.355 0.041
H -3.679 -5.231 4.808 0.000
H -2.690 -6.679 4.579 0.000
H -4.120 -6.427 3.580 0.000
H -2.431 -3.332 4.130 0.000
H -0.996 -2.151 2.475 0.001
H -0.796 -5.679 0.105 0.000
H -2.246 -6.879 1.750 0.000
H 2.141 -4.534 1.325 0.028
H 4.060 -5.014 2.791 0.007
H 5.214 -3.179 3.997 -0.007
H 5.436 -0.718 4.494 0.051
H 4.605 1.633 4.047 0.003
H 2.666 1.960 2.565 0.034
O -0.023 1.331 3.221 0.022
N -1.082 0.901 3.836 -0.010
C -1.066 0.856 5.189 0.002
C -2.155 0.480 5.935 -0.001
C -3.327 0.113 5.268 0.000
C -3.335 0.125 3.893 0.003
C -2.211 0.511 3.131 -0.005
S -2.212 0.520 1.433 0.001
H -0.126 1.156 5.626 0.006
H -2.094 0.486 7.014 0.000
H -4.213 -0.177 5.821 0.000
H -4.211 -0.164 3.331 0.000
C 5.061 0.334 -2.973 0.001
P 3.926 0.145 -1.507 0.004
C 5.253 -0.183 -0.252 0.000
C 3.354 -1.585 -1.826 0.000
H 5.774 -0.491 -3.049 0.000
H 5.611 1.274 -2.873 0.001
H 4.469 0.383 -3.892 -0.001
H 6.121 -0.688 -0.687 -0.001
H 4.846 -0.796 0.552 0.002
H 5.563 0.769 0.184 -0.005
H 3.867 -2.049 -2.672 0.000
H 2.282 -1.583 -2.026 -0.002
H 3.505 -2.195 -0.934 0.004
C -1.188 0.205 -8.058 0.000
C -0.695 1.454 -7.309 0.000
C -1.488 2.682 -7.781 0.000
C 0.772 1.682 -7.680 0.000
C -0.889 1.253 -5.804 0.000
C -2.183 1.143 -5.288 0.000
C -2.440 1.022 -3.923 0.000
C -1.353 0.987 -3.079 -0.001
O -1.299 0.930 -1.724 0.004
B 0.066 0.875 -1.358 0.002
O 0.820 0.945 -2.548 0.001
C -0.059 1.022 -3.582 0.001
C 0.198 1.177 -4.927 -0.001
H -1.076 0.332 -9.140 0.000
H -2.238 0.004 -7.840 0.000
H -0.609 -0.667 -7.748 0.000
H -1.351 2.834 -8.857 0.000
H -1.141 3.577 -7.259 0.000
H -2.556 2.574 -7.588 0.000
H 0.852 1.853 -8.757 0.000
H 1.386 0.815 -7.431 0.000
H 1.177 2.556 -7.165 0.000
H -3.030 1.156 -5.965 0.000
H -3.450 0.953 -3.540 0.000
H 1.224 1.241 -5.264 0.000
C -1.582 4.104 -0.772 -0.001
N -1.412 4.065 0.660 -0.003
C -0.218 4.027 1.313 0.002
Se 1.449 4.310 0.628 0.004
N -0.501 3.894 2.635 -0.001
C -1.866 3.786 2.830 -0.003
C -2.635 3.613 3.965 0.000
C -4.013 3.547 3.791 0.000
C -4.592 3.668 2.532 0.000
C -3.817 3.859 1.393 0.000
C -2.448 3.911 1.569 0.001
H -0.604 4.245 -1.225 0.001
H -2.236 4.935 -1.049 0.000
H -2.011 3.164 -1.120 0.001
H 0.206 3.535 3.257 -0.001
H -2.184 3.499 4.942 0.000
H -4.642 3.384 4.657 0.000
H -5.668 3.589 2.431 0.000
H -4.260 3.922 0.408 0.000
```

Computed properties:
- Molar mass: 1086.33 g mol⁻¹
- HOMO (spin up / spin down): 0.88 / -1.50 eV
- Largest force on an atom: 0.0184 hartree/bohr
- Total charge: -2
- E_tot: -163148.6859 eV
- 2S+1: 2



Entry 3:
This record from the Open Molecules 2025 dataset describes a molecular structure, C42H46BrInN2O5S2 in a non-equilibrium geometry. The level of theory is ωB97M-V with the def2-TZVPD basis set.

The geometry in XYZ format:
```
99
Properties=species:S:1:pos:R:3:lowdin_charge:R:1
In -0.691 -0.882 0.645 1.200
C -0.558 -0.954 4.360 -0.046
O 0.372 -0.706 3.321 -0.166
C 1.695 -0.783 3.618 -0.202
C 2.205 -0.967 4.894 -0.042
C 3.579 -1.034 5.094 -0.655
Br 4.254 -1.258 6.849 0.798
C 4.465 -0.958 4.036 -0.052
C 3.966 -0.781 2.750 -0.083
C 2.591 -0.662 2.538 -0.174
O 2.088 -0.417 1.286 -0.031
C 4.921 -0.740 1.648 -0.282
N 6.013 -0.030 1.662 0.199
C 6.688 -0.332 0.520 -0.220
C 7.916 0.133 0.053 0.009
C 8.393 -0.403 -1.125 -0.073
C 7.687 -1.389 -1.819 -0.079
C 6.463 -1.861 -1.372 -0.046
C 5.958 -1.303 -0.212 -0.198
N 4.804 -1.510 0.510 0.167
H -0.512 -0.180 5.130 0.113
H -0.400 -1.939 4.805 0.115
H -1.533 -0.934 3.878 0.074
H 1.554 -1.052 5.747 0.106
H 5.530 -1.035 4.185 0.121
H 2.812 -0.137 0.711 0.102
H 8.461 0.874 0.612 0.120
H 9.341 -0.068 -1.516 0.110
H 8.117 -1.806 -2.718 0.108
H 5.958 -2.664 -1.883 0.100
H 4.126 -2.239 0.349 0.152
O -2.677 -2.542 0.810 -0.653
S -4.169 -2.580 0.789 1.042
C -4.665 -1.249 1.996 -0.271
C -4.988 0.092 1.367 -0.243
C -5.185 1.217 2.394 -0.200
C -3.946 1.626 3.175 -0.284
S -2.484 2.229 2.201 1.035
O -2.118 1.057 1.333 -0.684
C -3.284 3.406 1.085 -0.383
C -3.419 4.707 1.549 -0.079
C -3.972 5.669 0.721 -0.051
C -4.379 5.324 -0.560 -0.052
C -4.210 4.030 -1.027 -0.055
C -3.645 3.067 -0.206 -0.079
C -4.652 -1.829 -0.786 -0.388
C -5.981 -1.892 -1.173 -0.076
C -6.338 -1.411 -2.422 -0.046
C -5.369 -0.890 -3.267 -0.053
C -4.049 -0.811 -2.856 -0.059
C -3.685 -1.288 -1.610 -0.087
H -3.795 -1.196 2.649 0.073
H -5.512 -1.656 2.548 0.101
H -5.912 0.007 0.797 0.118
H -4.195 0.365 0.670 0.074
H -5.932 0.895 3.127 0.130
H -5.592 2.086 1.873 0.118
H -3.556 0.788 3.753 0.080
H -4.175 2.445 3.856 0.100
H -3.088 4.964 2.543 0.114
H -4.069 6.687 1.068 0.118
H -4.820 6.071 -1.203 0.116
H -4.505 3.767 -2.033 0.113
H -3.475 2.066 -0.575 0.100
H -6.730 -2.305 -0.514 0.122
H -7.366 -1.450 -2.742 0.118
H -5.645 -0.552 -4.253 0.115
H -3.299 -0.390 -3.507 0.106
H -2.653 -1.246 -1.280 0.059
C -0.244 2.058 -3.207 -0.024
C 0.965 2.173 -2.268 -0.343
C 0.494 2.463 -0.840 -0.031
C 1.834 0.956 -2.396 -0.049
C 3.123 1.098 -2.859 0.034
C 3.947 -0.003 -3.077 0.071
C 3.453 -1.292 -2.894 0.008
C 2.186 -1.525 -2.414 -0.060
C 1.700 -2.944 -2.297 -0.340
C 0.522 -3.169 -3.256 -0.022
C 1.318 -3.352 -0.869 -0.045
C 1.318 -0.386 -2.119 -0.244
O 0.145 -0.557 -1.718 -0.052
H -0.832 2.969 -3.153 0.094
H -0.869 1.218 -2.916 0.068
H 0.078 1.909 -4.235 0.094
H 1.567 3.032 -2.584 0.144
H -0.274 1.762 -0.527 0.034
H 0.073 3.466 -0.813 0.099
H 1.329 2.426 -0.142 0.093
H 3.505 2.085 -3.076 0.136
H 4.962 0.138 -3.421 0.140
H 4.086 -2.132 -3.133 0.121
H 2.520 -3.589 -2.629 0.143
H -0.325 -2.554 -2.964 0.074
H 0.223 -4.213 -3.233 0.100
H 0.809 -2.912 -4.272 0.095
H 0.265 -3.154 -0.678 0.041
H 1.912 -2.819 -0.126 0.061
H 1.482 -4.417 -0.732 0.103
```

Computed properties:
- Molar mass: 917.70 g mol⁻¹
- HOMO (spin up / spin down): -12.57 / -12.57 eV
- Largest force on an atom: 0.0327 hartree/bohr
- Total charge: +2
- E_tot: -154389.1420 eV



Entry 4:
This record from the Open Molecules 2025 dataset describes a molecular structure, C42H46N6O2P2Sn in a non-equilibrium geometry. The level of theory is ωB97M-V with the def2-TZVPD basis set.

The geometry in XYZ format:
```
99
Properties=species:S:1:pos:R:3:lowdin_charge:R:1
Sn 0.075 -1.825 0.751 1.176
C -0.493 3.917 1.795 -0.118
C -0.987 3.149 0.808 -0.107
C -0.125 2.393 -0.169 -0.191
C 1.098 1.722 0.534 -0.207
C 2.414 2.440 0.409 -0.095
C 2.594 3.772 0.187 -0.105
C 1.524 4.795 0.397 -0.208
C 0.769 4.726 1.747 -0.189
C 2.083 -2.334 1.641 -0.341
H -1.017 4.012 2.750 0.101
H -2.054 2.913 0.743 0.099
H 0.228 3.043 -0.975 0.097
H -0.732 1.619 -0.669 0.091
H 0.819 1.518 1.590 0.088
H 1.236 0.704 0.099 0.053
H 3.269 1.769 0.392 0.091
H 3.560 4.107 -0.202 0.098
H 0.809 4.794 -0.429 0.104
H 2.054 5.755 0.380 0.105
H 1.446 4.342 2.521 0.116
H 0.558 5.781 2.012 0.115
H 2.075 -2.832 2.626 -0.009
H 2.614 -1.377 1.725 -0.018
H 2.612 -2.971 0.915 -0.032
P 1.547 -1.223 -3.689 1.121
P -2.172 -0.415 -3.823 1.098
N 2.822 -0.053 -3.995 -0.293
N 2.303 -2.446 -4.883 -0.233
N -2.178 1.155 -4.634 -0.293
N -3.659 -0.956 -4.742 -0.257
C 0.422 -0.474 -4.957 -0.430
C -0.959 -1.163 -5.006 -0.418
C 3.937 0.012 -3.147 -0.152
C 4.890 0.830 -3.734 -0.095
C 4.369 1.268 -4.986 -0.084
C 3.115 0.694 -5.141 -0.141
C 2.799 -3.669 -4.431 -0.168
C 3.166 -4.443 -5.530 -0.106
C 2.922 -3.663 -6.701 -0.092
C 2.433 -2.430 -6.271 -0.149
C -2.249 2.368 -3.932 -0.141
C -1.952 3.403 -4.806 -0.093
C -1.700 2.834 -6.090 -0.080
C -1.879 1.467 -5.968 -0.177
C -4.403 -0.389 -5.783 -0.141
C -5.340 -1.314 -6.241 -0.094
C -5.166 -2.505 -5.463 -0.106
C -4.123 -2.270 -4.578 -0.175
H 0.840 -0.524 -5.975 0.054
H 0.324 0.593 -4.699 0.073
H -1.372 -1.145 -6.029 0.080
H -0.913 -2.226 -4.721 0.069
H 3.909 -0.527 -2.213 0.090
H 5.846 1.084 -3.312 0.090
H 4.853 1.924 -5.691 0.093
H 2.408 0.800 -5.950 0.095
H 2.846 -3.867 -3.370 0.088
H 3.551 -5.449 -5.493 0.086
H 3.074 -3.967 -7.726 0.090
H 2.170 -1.567 -6.864 0.089
H -2.522 2.370 -2.890 0.092
H -1.909 4.451 -4.562 0.091
H -1.424 3.366 -6.989 0.096
H -1.826 0.706 -6.726 0.103
H -4.237 0.622 -6.122 0.093
H -6.065 -1.153 -7.030 0.091
H -5.732 -3.423 -5.548 0.089
H -3.678 -2.909 -3.831 0.092
O -0.005 -0.111 2.481 -0.198
C -0.457 -0.755 3.482 -0.562
N -0.872 -0.216 4.699 0.154
C -0.942 -1.266 5.689 -0.285
C -0.958 -2.490 4.736 -0.406
O -1.245 -3.628 5.099 0.069
N -0.596 -2.089 3.445 0.108
C 0.303 -1.203 6.573 -0.163
C 1.335 -2.131 6.476 -0.013
C 2.403 -2.071 7.384 -0.073
C 2.441 -1.080 8.366 -0.090
C 1.439 -0.098 8.413 -0.073
C 0.390 -0.140 7.491 -0.036
C -2.181 -1.173 6.605 -0.152
C -2.178 -1.817 7.856 -0.024
C -3.125 -1.474 8.825 -0.074
C -4.150 -0.581 8.509 -0.098
C -4.264 -0.090 7.208 -0.081
C -3.281 -0.392 6.245 -0.027
H -0.621 0.738 4.932 0.158
H 1.299 -2.926 5.729 0.116
H 3.195 -2.820 7.309 0.105
H 3.252 -1.061 9.098 0.102
H 1.459 0.694 9.168 0.106
H -0.395 0.626 7.527 0.127
H -1.398 -2.550 8.083 0.130
H -3.037 -1.886 9.831 0.105
H -4.867 -0.293 9.276 0.100
H -5.100 0.557 6.932 0.101
H -3.363 0.015 5.229 0.114
```

Computed properties:
- Molar mass: 847.53 g mol⁻¹
- HOMO: -8.37 eV
- Largest force on an atom: 0.0840 hartree/bohr
- E_tot: -81742.1933 eV